122
Properties=species:S:1:pos:R:3:forces:R:3 method="wB97M-V/def2-TZVPD" charge=+1 fmax_ev_per_a=12.703 orbital_gap_ev=3.424 e_lumo_ev=-5.92 multiplicity=1 homo_energy_ev=-9.347 total_energy_ev=-87388.5744
S -4.753 -3.397 0.973 2.59 -1.16 12.38
F -7.454 -2.679 1.479 4.38 -0.93 -3.66
F -6.967 -4.018 -0.466 1.90 3.35 2.74
F -6.025 -0.114 1.604 0.73 -0.87 -5.23
F -4.365 -0.049 -0.203 -4.88 -1.14 1.02
F -7.964 -1.225 -0.749 4.92 -1.12 0.78
F -5.983 -1.781 -1.955 -1.23 0.48 4.98
F -7.717 1.624 0.299 4.26 -1.84 -3.28
F -6.741 1.161 -1.956 0.39 -0.06 5.49
F -5.488 2.284 -0.266 -3.78 -3.77 -0.68
O -3.971 -2.282 1.744 -3.09 -3.31 -4.95
O 6.938 -0.159 0.649 -2.33 0.17 1.01
O -4.985 -4.539 2.039 0.04 3.80 -5.47
O 0.594 -4.669 3.247 0.89 -5.58 -6.64
O 1.766 -6.575 2.225 -2.22 3.19 -1.05
N -3.768 -4.167 -0.291 -0.53 -0.53 -2.13
N 1.241 2.443 -1.646 -0.03 -0.47 0.03
N -1.344 7.401 2.855 -0.14 0.21 -0.09
C 0.727 -5.529 2.218 -0.06 3.61 4.91
C 3.119 -6.017 2.075 2.02 0.70 -0.19
C 3.214 -4.657 1.164 0.88 0.18 -0.24
C 4.949 -0.076 -1.712 0.41 0.14 0.22
C -1.781 6.231 2.089 0.35 0.13 -0.07
C -0.795 -3.583 -2.575 -0.16 0.36 -0.15
C 1.579 4.186 0.193 0.07 0.19 0.29
C -0.338 1.518 0.144 -0.14 0.02 0.36
C -5.835 -0.200 0.110 1.51 2.37 1.43
C 0.692 1.273 -0.954 0.13 0.03 -0.34
C -6.456 -2.883 0.391 -5.06 -0.62 -1.94
C -2.438 -3.773 -2.562 0.95 -0.69 0.52
C 0.930 6.473 3.375 -0.01 -0.05 -0.15
C 0.236 3.179 -2.420 0.26 0.02 -0.01
C 2.318 -4.031 -2.825 0.95 0.34 -0.68
C -3.325 7.800 4.427 -0.34 -0.10 0.17
C 6.618 1.141 1.279 0.79 1.16 0.04
C -1.829 -4.849 1.400 0.89 0.08 0.20
C 1.277 -4.522 -3.993 -0.62 -0.05 0.33
C -6.500 -1.547 -0.556 -2.53 0.95 -2.15
C -0.296 -5.337 0.944 0.27 0.18 -0.35
C 0.820 4.226 -3.364 0.17 0.03 0.03
C -0.331 7.160 3.888 -0.01 -0.01 -0.28
C 4.591 -2.691 -2.538 -0.13 0.04 -0.44
C 2.172 3.252 -0.856 0.13 0.12 -0.31
C -2.930 -5.332 0.251 2.35 -2.24 1.37
C -0.124 -3.664 -4.072 -0.21 -0.52 0.74
C -6.526 1.206 -0.476 0.48 3.37 -0.48
C -2.421 8.290 3.301 0.26 0.26 -0.08
C -2.385 5.066 2.865 -0.22 -0.32 0.00
C 3.067 -2.588 -3.148 0.15 -0.57 0.30
C 5.471 -1.305 -2.671 -0.80 -0.35 0.06
C -2.936 -3.172 -1.084 1.61 2.42 -2.38
C 4.515 -0.532 -0.193 -0.10 0.34 -0.04
C 5.759 -1.062 0.744 -0.28 -0.02 0.32
H 2.746 -4.763 0.079 0.83 -0.01 2.37
H 3.186 -4.843 -2.780 -1.92 1.63 0.03
H -0.835 0.578 0.401 0.00 0.00 0.00
H 0.706 4.733 -0.173 0.06 -0.07 0.01
H -2.762 7.379 5.265 -0.04 0.04 -0.11
H 0.016 -2.545 -4.436 -0.23 -2.53 0.48
H -2.621 -4.947 -2.639 0.10 2.52 0.10
H 1.850 -3.930 -1.755 0.66 -0.45 -2.10
H 5.431 -1.068 1.887 0.46 -0.15 -2.38
H 2.776 3.853 -1.546 -0.18 -0.09 -0.05
H 2.789 -3.701 1.692 0.67 -1.96 -0.94
H 5.131 -3.559 -3.151 -1.07 1.89 1.33
H -0.866 -4.278 -4.764 1.56 1.53 1.20
H 7.421 1.409 2.118 -1.73 -0.87 -1.74
H -0.925 5.855 1.519 0.06 0.09 0.15
H -0.548 -2.510 -2.151 -0.45 -2.17 -0.61
H -2.381 4.169 2.237 0.01 0.03 0.03
H -1.823 4.826 3.772 -0.04 0.07 -0.07
H 0.129 1.888 1.061 -0.13 0.01 -0.14
H 0.230 0.619 -1.708 0.05 0.20 -0.10
H -0.329 -4.404 -1.849 -1.02 1.77 -1.57
H 3.146 -2.458 -4.311 -0.23 -0.07 2.20
H -0.497 3.666 -1.770 -0.18 0.12 0.07
H 2.903 2.594 -0.368 -0.24 -0.14 -0.14
H 0.732 5.454 3.029 0.03 0.10 -0.01
H 0.022 4.672 -3.965 0.06 -0.07 0.11
H 3.784 -6.837 1.518 -1.75 1.63 1.38
H 1.382 7.039 2.552 -0.14 -0.10 0.09
H -0.324 2.468 -3.042 0.12 -0.14 0.26
H 1.546 3.777 -4.051 -0.08 0.05 0.17
H -3.526 -2.177 -1.352 0.81 -2.28 1.02
H 4.529 -3.048 -1.424 0.15 0.67 -2.00
H -3.048 8.560 2.440 0.19 -0.19 0.01
H -3.600 -6.243 0.619 1.14 2.47 -0.70
H 1.310 5.040 -2.821 -0.04 -0.10 -0.08
H -2.966 -3.238 -3.468 1.03 -1.00 2.03
H -1.968 -2.800 -0.494 -2.45 -1.27 -0.90
H -0.734 6.574 4.720 -0.01 -0.10 0.21
H 0.961 -5.643 -3.736 0.71 2.33 -0.70
H -1.966 9.238 3.624 0.11 -0.24 -0.07
H 1.669 6.403 4.179 -0.12 0.03 -0.05
H 1.301 3.649 1.102 -0.10 0.09 -0.06
H 3.587 -5.819 3.155 -1.13 -0.37 -2.43
H 6.092 -2.165 0.458 -0.50 2.50 0.43
H -2.079 -5.294 2.454 0.30 0.94 -2.18
H -3.913 8.635 4.819 0.07 -0.05 -0.04
H 6.746 1.986 0.455 -0.54 -1.74 1.68
H -4.477 -4.622 -0.941 0.79 0.67 0.55
H 2.329 4.930 0.483 -0.09 -0.06 -0.02
H 5.361 -0.956 -3.805 0.65 -0.72 2.46
H 4.047 0.503 -2.217 1.81 -1.27 1.09
H 1.515 0.679 -0.536 0.07 0.22 -0.07
H 5.855 0.684 -1.602 -2.00 -1.54 -0.28
H -0.320 -6.277 0.236 0.14 1.67 1.61
H 4.048 0.425 0.333 0.88 -2.05 -1.09
H -2.496 6.547 1.317 0.08 0.20 0.24
H -1.752 -3.671 1.493 -0.50 -2.56 -0.06
H -0.019 8.124 4.310 -0.31 -0.03 -0.14
H 4.372 -4.450 0.978 -2.46 -0.48 0.48
H 0.154 -4.440 0.299 -0.71 -2.01 1.46
H -3.425 5.256 3.137 0.12 -0.04 0.11
H -4.039 7.050 4.074 0.12 0.04 0.11
H 3.676 -1.362 -0.246 1.65 1.64 0.22
H 2.446 -1.686 -2.672 1.43 -1.88 -1.10
H -1.117 2.223 -0.161 0.11 -0.05 0.02
H 5.543 1.185 1.754 2.15 -0.15 -1.00
H -2.268 -5.781 -0.633 -1.81 1.45 1.44
H 1.766 -4.494 -5.068 -0.77 -0.14 2.35
H 6.571 -1.571 -2.370 -2.02 0.64 -0.84